No. 1
Density functional theory data (the ωB97M-V functional and the def2-TZVPD basis) for 13 unconnected molecules or ions with the total composition H26O13.

```
39
Properties=species:S:1:pos:R:3
O 24.840 1.321 -3.327
H 25.246 2.184 -3.245
H 24.802 1.161 -4.270
O 20.249 5.504 -2.716
H 21.132 5.548 -3.084
H 19.807 6.280 -3.063
O 24.394 5.217 -5.673
H 24.333 6.092 -6.057
H 25.323 4.995 -5.727
O 22.483 -0.225 -3.069
H 23.034 0.548 -3.193
H 22.744 -0.822 -3.769
O 20.380 -0.356 -5.178
H 20.923 -1.035 -5.579
H 20.966 0.394 -5.081
O 19.113 1.989 -2.514
H 18.217 1.668 -2.611
H 19.322 2.380 -3.362
O 22.948 3.611 -7.426
H 23.467 3.828 -8.200
H 23.447 3.971 -6.693
O 23.381 4.310 -1.201
H 22.832 3.956 -1.902
H 23.779 3.539 -0.796
O 25.136 5.813 -2.689
H 25.709 5.086 -2.931
H 24.454 5.412 -2.149
O 19.007 3.735 -4.532
H 19.558 4.151 -3.869
H 18.160 4.175 -4.451
O 22.413 1.212 -5.973
H 23.306 0.894 -5.838
H 22.493 1.861 -6.673
O 22.731 6.545 -3.920
H 23.599 6.352 -4.273
H 22.742 7.488 -3.758
O 22.296 3.574 -3.874
H 23.064 3.925 -4.325
H 21.898 2.978 -4.508
```

<S²> = 0.76
energy relative to the best compared isomer or geometry (same formula, charge and spin) = 103.8 kJ/mol
gap between HOMO and LUMO (alpha / beta) = 10.204 / 3.476 eV
total energy = -27029.7169 eV
2S+1 = 2
E_HOMO (alpha / beta) = -0.496 / -0.496 Eh
E_LUMO (alpha / beta) = -3.3 / -10.0 eV
net charge = +1

No. 2
Density functional theory data (the ωB97M-V functional and the def2-TZVPD basis) for a molecular structure, H26O13Xe.

```
40
Properties=species:S:1:pos:R:3
Xe 0.161 0.499 0.257
O -0.655 -2.335 -2.714
H 0.026 -2.308 -2.042
H -1.400 -2.755 -2.284
O -1.616 0.237 -3.219
H -2.388 0.406 -2.679
H -1.314 -0.628 -2.941
O 0.219 2.530 3.225
H 0.568 2.051 3.976
H 0.734 3.337 3.195
O -2.973 1.028 -0.766
H -3.220 0.281 -0.221
H -3.236 1.794 -0.256
O -2.943 -1.025 1.377
H -3.284 -0.507 2.106
H -3.167 -1.929 1.600
O 1.974 -2.423 -0.986
H 1.834 -2.415 -0.039
H 2.127 -3.344 -1.197
O -2.030 4.018 2.099
H -1.460 4.734 2.380
H -1.658 3.239 2.513
O 1.779 1.958 -3.153
H 2.167 1.334 -2.540
H 2.501 2.541 -3.391
O 1.822 -2.718 1.926
H 1.999 -2.114 2.647
H 2.342 -3.495 2.130
O 2.230 0.248 3.103
H 1.517 0.447 2.497
H 1.837 0.328 3.971
O -0.779 -3.285 1.303
H -1.288 -2.519 1.570
H 0.132 -3.030 1.449
O 3.332 -0.372 -2.176
H 3.292 -0.821 -3.020
H 3.065 -1.035 -1.539
O -0.831 3.052 -2.621
H -1.348 2.269 -2.434
H -0.071 2.728 -3.104
```

energy relative to the best compared isomer or geometry (same formula, charge and spin) = 113.4 kJ/mol
gap between HOMO and LUMO = 8.885 eV
total energy = -36002.4948 eV
2S+1 = 1
E_HOMO = -0.345 Eh
E_LUMO = -0.5 eV

No. 3
Density functional theory data (the ωB97M-V functional and the def2-TZVPD basis) for a molecular structure, H26O17PbS.

```
45
Properties=species:S:1:pos:R:3
Pb 1.921 -0.199 0.077
S -0.479 1.634 0.166
O -0.108 2.910 -0.508
O -0.218 0.582 -0.892
O 0.593 1.308 1.198
O -1.744 1.640 0.838
O 2.248 0.264 -2.404
H 1.852 1.044 -2.864
H 1.947 -0.575 -2.780
O -3.638 -3.721 -0.793
H -2.924 -4.343 -0.561
H -3.264 -3.207 -1.532
O 2.624 2.346 -0.341
H 1.902 3.032 -0.347
H 3.343 2.706 -0.875
O 0.239 -2.237 0.743
H -0.554 -2.240 0.240
H -0.075 -2.193 1.620
O 1.183 2.789 -3.150
H 0.711 3.118 -3.892
H 0.654 2.964 -2.320
O -2.263 3.728 -2.837
H -2.063 3.695 -1.874
H -2.656 2.851 -3.062
O 3.175 0.881 2.383
H 3.093 1.809 2.123
H 2.558 0.777 3.156
O -1.377 -1.791 3.443
H -1.663 -2.237 4.253
H -2.130 -1.521 2.893
O 0.361 -2.125 -3.371
H 0.083 -3.017 -3.599
H -0.450 -1.660 -3.390
O 0.731 0.720 3.747
H 0.139 -0.021 3.580
H 0.727 1.157 2.869
O 4.091 -1.844 1.612
H 3.966 -2.590 2.150
H 3.749 -1.019 2.078
O -1.829 -1.588 -1.013
H -1.301 -0.768 -0.957
H -2.638 -1.408 -0.423
O -3.246 -0.811 1.496
H -3.092 0.169 1.548
H -4.179 -1.007 1.571
```

gap between HOMO and LUMO = 10.243 eV
total energy = -51316.4147 eV
2S+1 = 1
E_HOMO = -0.373 Eh
E_LUMO = 0.1 eV

No. 4
Density functional theory data (the ωB97M-V functional and the def2-TZVPD basis) for 13 unconnected molecules or ions with the total composition H27O13.

```
40
Properties=species:S:1:pos:R:3
O -2.643 1.359 -0.914
H -3.350 -0.400 0.199
H -1.614 -2.586 -0.815
O -0.217 1.513 2.330
H -1.038 1.893 2.646
H -3.346 2.451 1.896
O 2.714 -2.436 0.404
H 0.417 1.327 3.028
O -3.395 1.552 1.567
H 1.249 2.801 -1.653
H -3.052 1.517 0.633
O -1.013 -2.534 -0.056
H -1.847 0.794 -0.704
H 0.238 -1.096 4.275
O 0.224 -0.143 4.464
H 2.519 3.258 -1.908
H -0.737 -0.123 4.326
O 3.242 -0.702 -1.545
H -0.393 0.679 0.853
H 3.085 -1.370 -2.212
O 2.058 0.517 1.262
H 2.895 0.088 1.043
H -0.067 -1.765 -1.001
O 1.805 2.891 -2.449
H 1.370 -1.544 -1.438
H -4.209 -1.584 -0.182
O 0.067 0.664 -2.896
H 0.804 1.226 -3.182
H -0.619 1.346 -2.895
O -3.408 -1.120 -0.444
H 2.224 0.870 2.143
H -3.253 0.877 -1.481
O 0.511 -1.682 -1.893
H -1.576 -2.246 0.671
H 4.152 -0.404 -1.528
O -0.365 0.442 -0.102
H 3.049 -2.929 -0.362
H 0.433 0.662 -0.576
H 0.467 -0.831 -2.456
H 2.621 -3.232 0.955
```

energy relative to the best compared isomer or geometry (same formula, charge and spin) = 168.2 kJ/mol
gap between HOMO and LUMO = 10.734 eV
total energy = -27049.3304 eV
2S+1 = 1
E_HOMO = -0.501 Eh
E_LUMO = -2.9 eV
net charge = +1

No. 5
Density functional theory data (the ωB97M-V functional and the def2-TZVPD basis) for 14 unconnected molecules or ions with the total composition H27O14.

```
41
Properties=species:S:1:pos:R:3
O -2.098 -2.575 -1.741
H -2.005 -1.901 -1.057
O -1.653 4.808 -0.581
H 0.933 -2.706 1.710
H 2.937 -1.200 3.527
O -2.607 0.063 1.098
H 3.149 0.121 2.797
H -0.442 -3.833 -1.264
O 0.116 -4.617 -1.278
H -1.091 0.472 -0.418
H 0.993 -4.226 -1.260
O 1.159 0.391 0.264
H 1.203 -0.426 -1.216
H -0.934 5.432 -0.527
O 0.692 2.639 -0.732
H -0.204 2.963 -0.671
H 0.748 1.641 -0.425
O 1.550 -2.068 1.378
H 1.831 1.622 -3.061
H 1.532 -1.902 0.427
O 3.570 -0.492 3.427
H -1.715 0.245 1.446
H 1.772 0.436 0.987
O -2.546 -4.324 0.746
H -1.645 -4.290 1.047
H -3.043 0.919 1.146
O -0.331 4.589 1.767
H 0.664 4.499 1.573
H -0.826 4.018 1.201
O -0.227 0.451 2.333
H 0.312 0.235 1.435
H -0.465 -0.398 2.691
O 1.822 -0.915 -1.790
H 1.777 -0.514 -2.683
H -1.444 -2.533 -2.447
O 1.943 0.982 -3.802
H -2.823 -3.631 0.161
H 2.909 0.947 -3.990
O -1.603 0.731 -1.189
H -1.972 4.515 0.271
H -1.941 -0.169 -1.299
```

energy relative to the best compared isomer or geometry (same formula, charge and spin) = 321.8 kJ/mol
gap between HOMO and LUMO = 8.932 eV
total energy = -29104.3319 eV
2S+1 = 1
E_HOMO = -0.231 Eh
E_LUMO = 2.6 eV
net charge = -1

No. 6
Density functional theory data (the ωB97M-V functional and the def2-TZVPD basis) for a molecular structure, H27O14.

```
41
Properties=species:S:1:pos:R:3
O 2.543 2.919 -1.746
H -0.565 1.235 -1.321
O -2.107 0.202 0.110
H 1.911 3.134 -2.409
H -2.523 -0.235 -4.160
O 1.757 -0.697 0.504
H -2.089 -0.776 -2.897
H -3.324 -1.129 1.874
O -3.550 -0.153 2.039
H -0.542 3.076 -1.496
H -2.913 -0.220 2.655
O -1.016 3.866 -1.297
H -1.645 -3.861 3.287
H -1.168 -2.305 1.351
O -1.539 -1.580 1.682
H 0.798 0.656 -1.736
H 3.578 0.028 -2.235
O -1.743 -3.049 3.801
H 0.893 3.974 0.654
H -1.637 -0.198 0.840
O -2.383 -1.085 -3.847
H 2.182 -0.191 1.143
H -1.810 -0.367 -0.957
O 1.350 4.768 0.532
H 2.421 4.537 0.414
H 1.073 -0.144 0.087
O 3.780 -1.514 3.113
H 3.463 -2.435 2.801
H 3.228 -1.065 2.476
O 2.898 0.459 -2.684
H -1.887 -2.329 3.034
H -0.615 -1.523 -1.404
O 0.384 1.230 -1.157
H 1.204 -3.441 0.731
H 2.177 -0.230 -2.845
O -1.086 -0.877 -1.840
H -1.503 4.028 -0.487
H 2.589 1.990 -1.767
O 0.356 -3.697 1.155
H -3.101 -0.135 0.300
H 0.163 -2.866 1.699
```

energy relative to the best compared isomer or geometry (same formula, charge and spin) = 588.8 kJ/mol
gap between HOMO and LUMO = 8.642 eV
total energy = -29101.5645 eV
2S+1 = 1
E_HOMO = -0.235 Eh
E_LUMO = 2.2 eV
net charge = -1

No. 7
Density functional theory data (the ωB97M-V functional and the def2-TZVPD basis) for a molecular structure, H28NeO14.

```
43
Properties=species:S:1:pos:R:3
Ne -0.067 0.021 -0.248
O -1.813 2.492 -1.641
H -2.363 3.253 -1.449
H -2.131 1.812 -1.047
O 1.458 2.574 2.901
H 0.649 2.209 2.541
H 1.270 2.703 3.830
O -3.042 0.607 -0.159
H -2.735 -0.030 -0.805
H -2.472 0.474 0.598
O 3.002 -2.781 0.966
H 2.575 -2.085 1.467
H 2.328 -3.453 0.866
O -1.025 1.706 1.728
H -1.256 1.078 2.412
H -1.571 2.471 1.910
O -2.118 -1.567 -1.867
H -2.827 -2.180 -2.060
H -1.482 -2.084 -1.372
O -0.707 -3.621 -0.696
H -0.834 -3.858 0.223
H -0.762 -4.453 -1.167
O -2.300 1.327 -4.256
H -3.241 1.491 -4.318
H -2.086 1.497 -3.338
O 2.695 -0.798 -1.033
H 2.761 -0.007 -0.497
H 2.775 -1.519 -0.408
O 2.809 1.599 0.897
H 2.345 2.019 1.621
H 3.696 1.957 0.941
O 2.906 -0.594 2.633
H 2.789 0.191 2.099
H 2.386 -0.429 3.420
O 0.487 -1.268 -2.895
H -0.392 -1.164 -2.532
H 1.074 -1.075 -2.164
O -1.683 -2.033 2.307
H -2.545 -2.289 1.980
H -1.124 -2.789 2.124
O 1.138 3.045 -1.375
H 1.217 2.609 -0.527
H 0.216 2.942 -1.613
```

energy relative to the best compared isomer or geometry (same formula, charge and spin) = 115.4 kJ/mol
gap between HOMO and LUMO = 9.021 eV
total energy = -32629.1143 eV
2S+1 = 1
E_HOMO = -0.358 Eh
E_LUMO = -0.7 eV

No. 8
Density functional theory data (the ωB97M-V functional and the def2-TZVPD basis) for a molecular structure, H28NeO14.

```
43
Properties=species:S:1:pos:R:3
Ne -0.084 -0.373 0.215
O 2.062 -1.828 2.557
H 1.382 -2.484 2.708
H 2.762 -2.063 3.166
O 0.887 0.925 -3.635
H 0.024 0.741 -3.264
H 1.490 0.835 -2.897
O -1.733 -1.824 -3.416
H -2.463 -1.655 -4.011
H -1.752 -1.093 -2.799
O 2.885 -0.478 -2.153
H 2.949 -0.270 -1.221
H 3.539 -1.163 -2.293
O 1.201 3.467 0.010
H 1.549 2.900 0.697
H 1.675 3.206 -0.780
O -2.136 -3.073 0.627
H -2.361 -3.314 -0.271
H -1.349 -3.582 0.821
O -1.387 2.375 -0.201
H -0.444 2.538 -0.224
H -1.571 2.158 0.712
O 2.215 1.973 2.110
H 2.937 2.599 2.167
H 1.485 2.407 2.553
O -2.017 1.869 2.544
H -2.237 1.074 2.058
H -2.864 2.251 2.774
O -2.903 -0.414 1.042
H -3.841 -0.563 1.155
H -2.536 -1.287 0.901
O 0.937 -2.731 -2.892
H -0.003 -2.567 -2.978
H 1.322 -1.863 -2.773
O -1.811 0.652 -2.250
H -1.684 0.992 -1.365
H -2.747 0.459 -2.301
O -0.358 -0.223 3.964
H -0.732 0.462 3.410
H 0.088 -0.809 3.352
O 2.655 -0.057 0.354
H 2.493 0.671 0.954
H 2.477 -0.841 0.875
```

energy relative to the best compared isomer or geometry (same formula, charge and spin) = 71.8 kJ/mol
gap between HOMO and LUMO = 9.730 eV
total energy = -32629.5660 eV
2S+1 = 1
E_HOMO = -0.367 Eh
E_LUMO = -0.3 eV